C36H37FN9PRuS7 as an isolated structure, computed with wB97M-V/def2-TZVPD.

Geometry (Å):
Ru -0.42971 -0.58626 -0.02601
S 1.53712 1.27395 -0.59786
C 0.87496 2.27413 -1.85651
C 1.85351 2.97282 -2.66426
N 2.66050 3.51957 -3.27736
C -0.43956 2.43246 -2.11977
S -1.73460 1.64642 -1.25409
C -0.85013 3.31572 -3.18904
N -1.17504 4.03188 -4.03031
C 2.32247 -1.13211 -3.34710
C 0.94917 -1.66806 -3.75469
C -0.10516 -0.55782 -3.73866
C 0.46641 -2.89855 -2.98345
C -0.08046 -3.91222 -3.77213
C -0.56924 -5.08616 -3.23226
C -0.51316 -5.26682 -1.86235
C 0.00314 -4.28426 -1.02733
C 0.03621 -4.56379 0.46667
C -1.32695 -5.00690 1.01214
C 1.09777 -5.61631 0.81479
C 0.47842 -3.07625 -1.58658
N 0.97066 -2.05427 -0.70204
C 2.22012 -2.27482 -0.15587
C 3.11928 -3.23014 -0.66307
C 4.37695 -3.42287 -0.11654
C 4.80492 -2.66937 0.96882
C 3.94762 -1.71112 1.49088
C 2.70866 -1.53510 0.92596
F 1.90297 -0.58474 1.48203
H 2.66961 -0.41179 -4.09404
H 3.05948 -1.93812 -3.28445
H 2.29302 -0.61947 -2.38836
H 1.04053 -2.00754 -4.78888
H -0.28821 -0.21410 -2.72515
H -1.05949 -0.91504 -4.13134
H 0.22058 0.30419 -4.32646
H -0.10942 -3.76527 -4.84737
H -0.98149 -5.85631 -3.87504
H -0.87603 -6.19178 -1.42728
H 0.30171 -3.64228 0.97136
H -1.61524 -5.98761 0.62363
H -2.10949 -4.29172 0.75180
H -1.28455 -5.08529 2.10232
H 0.89039 -6.55603 0.29293
H 1.09174 -5.81572 1.88947
H 2.09832 -5.28362 0.53409
H 2.79755 -3.82595 -1.50870
H 5.03249 -4.17064 -0.54694
H 5.78421 -2.82179 1.40238
H 4.22852 -1.09481 2.33604
N -0.70336 -1.66254 2.04818
C -0.91146 -2.06984 3.10832
C -1.13248 -2.41724 4.44740
C -1.35742 -1.33488 5.33843
N -1.50696 -0.39906 6.00466
C -1.05257 -3.76450 4.89640
N -0.98874 -4.85875 5.25923
C -0.07947 3.63659 3.75203
N -0.49154 2.23635 4.18674
C -2.02053 2.23269 4.35783
N -2.66178 2.62990 3.15629
C -2.21191 3.95688 2.74607
N -0.75952 4.01733 2.55919
C -0.32267 3.27144 1.36176
P -0.78890 1.47446 1.44319
C -0.04776 1.22248 3.16448
C -2.53294 1.63827 2.07445
H 0.99768 3.62692 3.59893
H -0.33858 4.30468 4.57303
H -0.07254 2.00258 5.08663
H -2.22564 2.94386 5.15760
H -2.30287 1.23449 4.67190
H -2.49870 4.67821 3.51261
H -2.69323 4.22196 1.80702
H 0.75916 3.33420 1.25076
H -0.77619 3.71186 0.47787
H 1.03898 1.27040 3.08570
H -0.32070 0.23656 3.52948
H -2.85329 0.65869 2.43548
H -3.18485 1.92000 1.25210
C -3.82020 -3.77180 -2.95819
S -3.32981 -2.20281 -3.71575
C -4.12598 -1.05182 -2.65263
C -3.84982 -0.81588 -1.35828
S -2.67775 -1.61753 -0.34504
S -4.92932 0.32212 -0.58314
C -5.91326 0.73342 -1.93403
S -7.16205 1.80334 -1.87223
S -5.43354 -0.12394 -3.34824
H -3.28374 -4.54552 -3.50839
H -4.89513 -3.92207 -3.04974
H -3.50748 -3.79675 -1.91517

Gap between HOMO and LUMO (alpha / beta) = 6.4 / 5.7 eV
Multiplicity = 6
Total charge = -1
E_HOMO (alpha / beta) = -5.043 / -5.039 eV
Lowest unoccupied orbital energy (alpha / beta) = 0.05000 / 0.02506 Ha

=====

A 2-piece molecular cluster, C36H37N2 overall, computed with wB97M-V/def2-TZVPD.

Geometry (Å):
C 3.12153 -3.29674 -2.96648
C 3.01216 -1.89861 -3.08591
C 2.15381 -1.21007 -2.23031
C 1.26793 -1.91690 -1.37470
C 0.25698 -1.19075 -0.57620
C -0.72339 -0.47999 -1.34218
N -1.99169 -0.96108 -1.44179
C -2.23224 -2.32425 -0.98440
C -3.70193 -2.72711 -0.92687
C -4.49184 -2.29113 -2.16152
C -4.33001 -0.78037 -2.35479
C -2.88130 -0.33575 -2.44050
C -0.40018 0.80514 -2.00738
C 0.24580 0.88748 -3.25701
C 0.51029 2.13312 -3.81708
C 0.21271 3.29258 -3.09974
C -0.45947 3.21734 -1.86419
C -0.78140 1.97130 -1.34039
C 1.34910 -3.33073 -1.31358
C 2.34753 -3.99579 -2.02217
H 3.78749 -3.82496 -3.65154
H 3.59010 -1.34434 -3.82732
H 2.13858 -0.12209 -2.20823
H -0.09641 -1.72514 0.31460
H -1.67204 -3.03691 -1.62165
H -1.82243 -2.44927 0.01894
H -3.74690 -3.81354 -0.81202
H -4.15646 -2.29354 -0.02605
H -4.15936 -2.83994 -3.06228
H -5.55551 -2.50624 -2.00253
H -4.82465 -0.44153 -3.26747
H -4.82012 -0.23613 -1.53488
H -2.85345 0.74961 -2.30250
H -2.47615 -0.51777 -3.45559
H 0.53570 -0.03871 -3.76759
H 0.96603 2.20043 -4.81925
H 0.49462 4.27350 -3.49702
H -0.71977 4.12654 -1.31649
H -1.33595 1.88695 -0.40625
H 0.63260 -3.89783 -0.70511
H 2.53410 -5.07009 -1.84587
C 1.81275 3.16047 0.51986
C 0.82884 2.53928 1.42933
N 0.10766 3.25115 2.33717
C 0.12938 4.70140 2.45733
C -0.72414 2.40529 3.06498
C -0.50526 1.08292 2.60612
C -1.21852 0.04488 3.20958
C -2.16754 0.36432 4.20334
C -2.34213 1.69374 4.64644
C -1.60101 2.73871 4.08900
C 0.51977 1.16004 1.56689
C 1.21573 0.11038 0.89852
C 2.12312 -0.72237 1.68050
C 2.07369 -0.77770 3.09004
C 2.95528 -1.59039 3.79984
C 3.97821 -2.27821 3.12789
C 4.07705 -2.18200 1.72978
C 3.17163 -1.40554 1.02646
H 2.33999 2.36383 -0.01441
H 1.30923 3.76737 -0.24101
H 2.53136 3.80750 1.04577
H -0.59044 5.01149 3.22605
H 1.14097 5.05587 2.72294
H -0.16749 5.17260 1.49859
H -1.02613 -0.99068 2.91027
H -2.77249 -0.43072 4.64663
H -3.04788 1.90259 5.44347
H -1.66777 3.76946 4.43335
H 1.57777 0.39450 -0.10376
H 1.32746 -0.20510 3.64022
H 2.84588 -1.67506 4.88220
H 4.71105 -2.85551 3.69680
H 4.87306 -2.69962 1.19660
H 3.25647 -1.33161 -0.06356

Gap between HOMO and LUMO = 6.3 eV
Total charge = +1
E_HOMO = -10.001 eV
Lowest unoccupied orbital energy = -0.13426 Ha

=====

A 2-piece molecular cluster, C36H37N2O overall, computed with wB97M-V/def2-TZVPD.

Geometry (Å):
C -5.46876 -2.51543 -2.83600
O -4.11598 -2.51214 -3.33746
C -3.07771 -2.60985 -2.46413
C -1.77328 -2.47692 -3.00324
C -0.69507 -2.36829 -2.17005
C -0.85579 -2.29128 -0.76217
C 0.26250 -1.92552 0.08452
C 0.09666 -1.71181 1.47248
N 1.04080 -2.09925 2.35983
C 2.09715 -3.04992 2.02562
C 2.97632 -3.16618 3.29115
C 2.39961 -2.19829 4.33192
C 1.08409 -1.65354 3.75040
C -1.08807 -0.97509 1.97238
C -1.57734 0.12362 1.24728
C -2.70716 0.81301 1.68240
C -3.39645 0.38628 2.82724
C -2.93716 -0.73150 3.53320
C -1.79845 -1.41526 3.10784
C -2.12034 -2.69673 -0.25189
C -3.21937 -2.84727 -1.07206
H -6.05527 -2.32901 -3.73591
H -5.72814 -3.49238 -2.41129
H -5.63799 -1.72084 -2.09811
H -1.66840 -2.45097 -4.08824
H 0.31172 -2.29051 -2.58240
H 1.23937 -2.22126 -0.30165
H 1.66598 -4.03257 1.75649
H 2.69459 -2.71026 1.16786
H 2.95250 -4.19703 3.65545
H 4.01773 -2.91496 3.05500
H 2.20523 -2.69768 5.28200
H 3.08905 -1.36813 4.52631
H 1.01629 -0.55683 3.84731
H 0.25408 -2.07182 4.33974
H -1.03786 0.41999 0.34170
H -3.06568 1.67374 1.11876
H -4.30175 0.90339 3.15437
H -3.46903 -1.10037 4.41263
H -1.47829 -2.32328 3.63242
H -2.22726 -2.86623 0.81815
H -4.18798 -3.13940 -0.65093
C 2.47059 2.66592 3.47701
N 2.04492 2.45010 2.10741
C 1.79109 1.24302 1.54836
C 1.48679 1.40452 0.17660
C 1.27278 0.33405 -0.70723
C 0.81003 0.60250 -2.05448
C -0.25122 1.49938 -2.32747
C -0.54169 1.86179 -3.63806
C 0.20022 1.34196 -4.70282
C -0.06050 1.84809 -6.09195
C 1.17713 0.37534 -4.45201
C 1.44967 -0.01882 -3.15204
C 1.61599 2.84710 -0.09446
C 1.67875 3.64251 -1.23058
C 1.89307 5.02563 -1.09596
C 2.12079 5.61167 0.16700
C 2.15220 4.81200 1.32786
C 1.90558 3.45675 1.14909
H 2.47538 3.73962 3.66359
H 1.77412 2.17260 4.16759
H 3.47958 2.27073 3.66361
H 1.86585 0.31703 2.10588
H 1.94663 -0.51558 -0.54906
H -0.81664 1.93884 -1.50213
H -1.31538 2.60860 -3.83916
H 0.55314 1.31302 -6.81871
H -1.11852 1.72399 -6.34948
H 0.17085 2.91506 -6.16667
H 1.76031 -0.04456 -5.27705
H 2.20702 -0.78016 -2.93916
H 1.57533 3.19438 -2.21720
H 1.88917 5.66631 -1.97605
H 2.28422 6.68782 0.26760
H 2.33770 5.19654 2.33118

Gap between HOMO and LUMO = 4.9 eV
Total charge = +1
E_HOMO = -9.150 eV
Lowest unoccupied orbital energy = -0.15581 Ha

=====

So what do the calculations give for max |F|? Going down the list: 0.018; 0.056; 0.033 Eh/bohr.